(1)
A structure of composition C50H95BF9HgN5O16PS, computed with ωB97M-V/def2-TZVPD.

```
! RIJCOSX wB97M-V def2-TZVPD def2/J DEFGRID3
* xyz -1 1
Hg -1.094 2.418 -6.030
O -12.252 -0.692 -8.272
C -11.147 -0.431 -8.589
O -10.157 -0.682 -7.791
B -8.823 -0.452 -8.535
O -9.306 0.408 -9.615
C -10.578 0.475 -9.688
O -11.240 1.162 -10.460
O -8.193 -1.760 -8.956
C -6.954 -1.730 -8.810
O -6.113 -2.481 -9.297
C -6.688 -0.343 -8.028
O -7.800 0.259 -7.812
O -5.629 0.098 -7.578
P -0.682 0.547 -1.744
F 0.675 0.056 -0.892
F -0.774 1.845 -0.786
F 0.178 1.341 -2.825
F -1.960 1.027 -2.579
F -0.701 -0.763 -2.754
F -1.692 -0.278 -0.823
C 3.010 -2.932 -8.125
F 2.651 -3.613 -7.085
F 4.014 -2.111 -7.733
F 3.378 -3.857 -9.047
S 1.473 -1.901 -8.678
O 2.019 -1.033 -9.738
O 0.467 -2.874 -9.128
O 0.933 -1.054 -7.678
C -6.256 -4.818 -0.595
C -7.781 -4.750 -0.626
C -8.200 -3.661 -1.659
C -8.176 -4.176 -3.001
C -9.010 -5.445 -3.169
C -8.569 -6.647 -2.279
N -8.523 -6.037 -0.870
O -8.128 -6.962 0.039
C -9.712 -7.712 -2.391
C -7.331 -7.228 -2.776
C -8.290 -4.185 0.721
H -5.794 -5.585 0.027
H -5.769 -3.895 -0.282
H -5.881 -5.159 -1.560
H -9.071 -3.078 -1.359
H -7.582 -2.778 -1.821
H -7.182 -4.450 -3.355
H -8.619 -3.558 -3.782
H -8.832 -5.795 -4.185
H -10.077 -5.241 -3.079
H -10.691 -7.526 -1.949
H -10.054 -7.754 -3.425
H -9.501 -8.770 -2.233
H -7.362 -7.983 -3.562
H -6.599 -6.443 -2.966
H -6.814 -7.791 -1.999
H -9.275 -3.722 0.667
H -7.858 -3.252 1.081
H -8.132 -4.869 1.556
H -8.896 -7.048 0.608
C 8.945 0.153 3.052
C 9.314 -0.053 1.537
C 10.481 -1.107 1.750
C 10.792 -1.813 0.422
C 9.521 -2.498 -0.106
C 8.329 -1.526 -0.343
N 8.162 -0.637 0.790
O 6.990 0.115 0.732
C 8.532 -0.861 -1.737
C 7.140 -2.519 -0.299
C 9.844 1.302 1.038
H 8.041 0.759 3.120
H 9.652 0.647 3.719
H 8.623 -0.794 3.485
H 11.381 -0.591 2.081
H 10.269 -1.863 2.506
H 11.583 -2.517 0.683
H 10.989 -1.066 -0.347
H 9.339 -3.351 0.548
H 9.833 -2.963 -1.041
H 7.919 0.027 -1.589
H 9.552 -0.708 -2.090
H 8.031 -1.443 -2.511
H 7.314 -3.257 -1.082
H 7.227 -3.223 0.528
H 6.097 -2.205 -0.253
H 10.546 1.808 1.701
H 8.960 1.883 0.777
H 10.220 1.016 0.055
H 6.298 -0.550 0.705
C -1.755 -7.119 6.720
C -0.245 -6.695 6.734
C 0.539 -7.345 5.534
C 0.253 -6.484 4.246
C 0.651 -4.954 4.516
C -0.042 -4.261 5.700
N 0.029 -5.183 6.875
O -0.645 -4.483 7.930
C 0.748 -3.022 6.014
C -1.538 -3.875 5.148
C 0.410 -7.162 8.008
H -2.133 -6.760 5.763
H -2.417 -6.753 7.506
H -1.793 -8.205 6.638
H 1.628 -7.283 5.536
H 0.198 -8.374 5.424
H -0.815 -6.450 4.030
H 0.856 -6.913 3.446
H 0.517 -4.431 3.568
H 1.721 -4.944 4.726
H 0.784 -2.275 5.221
H 0.122 -2.515 6.749
H 1.776 -3.317 6.224
H -1.460 -3.395 4.172
H -2.357 -4.589 5.231
H -1.969 -3.160 5.849
H -0.053 -6.661 8.859
H 1.472 -6.935 8.103
H 0.284 -8.242 8.079
H 0.040 -4.481 8.603
C -0.189 7.484 4.323
C 0.479 6.480 5.387
C 1.693 7.030 6.157
C 1.304 8.272 6.955
C 0.392 7.658 8.006
C -0.808 6.735 7.734
N -0.464 6.093 6.456
O -1.556 5.446 5.835
C -0.883 5.784 8.948
C -2.167 7.581 7.728
C 0.976 5.129 4.667
H -1.028 8.087 4.669
H -0.619 6.877 3.526
H 0.613 8.035 3.831
H 2.119 6.160 6.657
H 2.391 7.409 5.410
H 0.758 8.841 6.203
H 2.211 8.761 7.310
H 0.001 8.522 8.543
H 1.104 7.227 8.709
H 0.057 5.278 9.171
H -0.920 6.332 9.889
H -1.726 5.102 8.838
H -2.840 7.394 8.565
H -2.124 8.669 7.777
H -2.727 7.272 6.845
H 1.275 4.335 5.351
H 1.863 5.327 4.065
H 0.199 4.803 3.977
H -1.190 4.610 5.537
C 0.441 6.220 -3.646
C 1.864 6.456 -4.113
C 2.801 5.801 -3.077
C 4.158 5.522 -3.544
C 4.115 4.659 -4.843
C 3.331 5.253 -5.944
N 2.042 5.570 -5.362
O 1.095 5.909 -6.407
C 4.140 6.453 -6.592
C 3.331 4.211 -7.056
C 2.106 7.922 -4.291
H 0.177 6.424 -2.608
H 0.131 5.179 -3.742
H -0.238 6.875 -4.190
H 2.939 6.397 -2.175
H 2.416 4.833 -2.756
H 4.649 4.905 -2.792
H 4.788 6.391 -3.737
H 3.948 3.604 -4.628
H 5.180 4.644 -5.074
H 5.187 6.297 -6.852
H 3.574 6.715 -7.486
H 4.255 7.255 -5.863
H 2.890 3.259 -6.762
H 2.611 4.507 -7.820
H 4.257 4.178 -7.630
H 1.677 8.288 -5.223
H 3.173 8.140 -4.266
H 1.598 8.438 -3.476
H 1.382 6.732 -6.807
*
```

**Energy above the lowest of the compared OMol25 structures with the same formula, charge and spin**: 344.7 kcal per mole
**E_HOMO**: -6.8 eV
**Kohn-Sham gap**: 0.9052 eV



(2)
A structure of composition C50H96As4F24N6O6, computed with ωB97M-V/def2-TZVPD.

```
! RIJCOSX wB97M-V def2-TZVPD def2/J DEFGRID3
* xyz -1 2
C -15.864 -16.983 -11.554
N -15.600 -15.910 -10.656
C -16.648 -15.213 -10.159
C -16.423 -14.220 -9.177
C -15.112 -14.000 -8.642
C -14.075 -14.814 -9.142
C -14.351 -15.810 -10.105
C -14.827 -12.918 -7.653
C -15.816 -12.696 -6.642
C -15.664 -11.681 -5.720
N -14.574 -10.873 -5.713
C -13.597 -11.073 -6.653
C -13.716 -12.094 -7.579
C -14.351 -9.869 -4.676
H -16.757 -16.637 -12.074
H -15.920 -17.848 -10.893
H -14.983 -16.976 -12.197
H -17.653 -15.282 -10.550
H -17.231 -13.617 -8.790
H -13.104 -14.617 -8.712
H -13.572 -16.453 -10.488
H -16.696 -13.319 -6.699
H -16.536 -11.339 -5.181
H -12.809 -10.335 -6.619
H -12.934 -12.187 -8.318
H -14.175 -8.909 -5.161
H -13.566 -10.150 -3.974
H -15.229 -9.686 -4.057
C 0.271 -16.527 -10.006
C 0.105 -16.529 -11.558
C -1.215 -15.966 -12.061
C -1.513 -16.387 -13.511
N -2.735 -15.741 -14.128
C -4.009 -16.221 -13.365
C -5.006 -16.556 -14.509
C -4.087 -17.060 -15.597
C -2.931 -16.175 -15.591
C -2.511 -14.209 -14.038
H 0.656 -15.542 -9.742
H 1.044 -17.259 -9.771
H -0.619 -16.894 -9.494
H 0.087 -17.500 -12.052
H 0.862 -15.918 -12.050
H -1.246 -14.905 -11.813
H -1.982 -16.343 -11.384
H -1.515 -17.456 -13.723
H -0.799 -15.987 -14.231
H -4.317 -15.483 -12.624
H -3.830 -17.078 -12.715
H -5.584 -15.648 -14.681
H -5.784 -17.240 -14.169
H -4.611 -16.934 -16.545
H -3.823 -18.116 -15.553
H -3.183 -15.324 -16.224
H -2.001 -16.602 -15.965
H -3.273 -13.549 -14.450
H -1.573 -14.041 -14.567
H -2.430 -13.908 -12.993
C -13.990 -18.911 -7.222
C -12.602 -18.833 -7.822
C -11.553 -18.849 -6.668
C -11.318 -20.288 -6.021
N -10.115 -20.321 -5.027
C -8.691 -20.089 -5.582
C -7.612 -20.762 -4.699
C -8.475 -21.779 -3.937
C -9.811 -21.801 -4.685
C -10.326 -19.386 -3.806
H -14.639 -18.608 -8.043
H -14.180 -18.168 -6.447
H -14.222 -19.828 -6.681
H -12.483 -17.983 -8.493
H -12.349 -19.681 -8.460
H -11.877 -18.203 -5.852
H -10.537 -18.580 -6.958
H -11.063 -21.001 -6.805
H -12.104 -20.649 -5.359
H -8.510 -19.014 -5.582
H -8.583 -20.487 -6.590
H -7.138 -20.131 -3.948
H -6.758 -21.260 -5.160
H -8.730 -21.541 -2.904
H -8.184 -22.827 -3.869
H -10.674 -22.093 -4.087
H -9.729 -22.428 -5.574
H -9.384 -19.304 -3.264
H -11.167 -19.824 -3.268
H -10.635 -18.393 -4.134
C -13.911 -16.438 -15.126
C -12.475 -17.079 -15.308
C -11.552 -16.360 -14.285
C -10.498 -17.445 -13.649
N -9.432 -16.876 -12.671
C -8.425 -17.983 -12.229
C -8.739 -18.267 -10.752
C -10.108 -17.892 -10.537
C -10.209 -16.553 -11.318
C -8.696 -15.621 -13.234
H -14.416 -16.988 -14.332
H -14.528 -16.644 -16.001
H -13.787 -15.394 -14.836
H -12.145 -16.942 -16.338
H -12.416 -18.166 -15.249
H -12.201 -16.047 -13.468
H -11.067 -15.494 -14.736
H -9.873 -17.822 -14.458
H -11.071 -18.214 -13.130
H -7.365 -17.733 -12.248
H -8.545 -18.875 -12.844
H -7.974 -17.876 -10.081
H -8.597 -19.334 -10.580
H -10.393 -17.731 -9.497
H -10.886 -18.500 -10.999
H -9.785 -15.815 -10.636
H -11.205 -16.298 -11.680
H -9.450 -14.885 -13.516
H -8.145 -16.098 -14.045
H -8.031 -15.221 -12.469
C -8.602 -16.603 -17.180
C -9.390 -15.504 -18.017
C -10.257 -14.560 -17.098
C -10.952 -13.437 -17.865
N -11.586 -12.314 -17.003
C -11.965 -11.025 -17.851
C -11.566 -9.830 -16.949
C -10.843 -10.342 -15.738
C -10.424 -11.782 -16.096
C -12.807 -12.804 -16.214
H -7.836 -17.199 -17.676
H -9.367 -17.312 -16.864
H -8.240 -16.168 -16.249
H -10.021 -15.943 -18.790
H -8.656 -14.846 -18.481
H -9.682 -14.391 -16.188
H -10.960 -15.314 -16.744
H -11.628 -13.877 -18.598
H -10.181 -12.858 -18.372
H -12.997 -11.027 -18.203
H -11.418 -10.879 -18.782
H -12.381 -9.159 -16.681
H -10.816 -9.151 -17.354
H -11.507 -10.245 -14.879
H -9.935 -9.778 -15.523
H -10.268 -12.455 -15.253
H -9.497 -11.785 -16.670
H -13.118 -12.040 -15.501
H -12.485 -13.659 -15.621
H -13.643 -13.046 -16.871
As -4.881 -17.124 -8.808
F -5.457 -18.542 -7.944
F -5.312 -17.835 -10.412
F -4.233 -15.646 -9.673
F -4.311 -16.315 -7.313
F -3.222 -17.876 -9.044
F -6.545 -16.429 -8.602
As -12.233 -12.552 -11.881
F -13.815 -13.319 -12.333
F -13.050 -11.678 -10.472
F -10.673 -11.836 -11.439
F -11.495 -13.403 -13.278
F -12.551 -11.056 -12.932
F -11.792 -13.902 -10.760
As -17.054 -19.360 -17.669
F -18.024 -20.293 -18.931
F -18.107 -17.884 -17.757
F -16.095 -18.488 -16.498
F -15.866 -20.737 -17.639
F -16.041 -18.635 -19.027
F -18.059 -20.031 -16.296
As -12.316 -19.449 -20.053
F -11.956 -18.886 -18.373
F -13.546 -20.668 -19.411
F -12.732 -19.959 -21.732
F -11.168 -18.227 -20.595
F -10.937 -20.591 -19.945
F -13.749 -18.316 -20.218
O -14.901 -19.743 -12.172
C -13.621 -19.742 -11.777
O -12.930 -20.536 -12.417
O -13.230 -18.962 -10.932
H -14.845 -20.433 -12.837
O -8.715 -20.099 -15.606
C -7.719 -20.517 -14.801
O -6.655 -19.833 -14.656
O -8.016 -21.524 -14.094
H -9.422 -20.686 -15.328
*
```

**E_HOMO (spin up / spin down)**: -4.6 / -4.6 eV
**⟨S²⟩**: 0.772
**Kohn-Sham gap (spin up / spin down)**: 4.9795 / 4.8177 eV



Number 1: strongest force on any atom 4.7 eV/A. Number 2: strongest force on any atom 4.2 eV/A.